Formula: C19H28MnNO4
Source: OMol25
Level of theory: ωB97M-V/def2-TZVPD

```
53
Properties=species:S:1:pos:R:3:mulliken_spin:R:1
O -0.323 -0.140 -1.633 0.0522
C -0.471 0.662 -2.885 0.0087
C -0.199 -0.430 -3.897 -0.0020
H 0.316 1.426 -3.000 0.0007
H -1.496 1.071 -2.968 0.0014
C -0.117 -1.226 -2.604 -0.0053
H 0.761 -0.313 -4.419 0.0001
H -1.017 -0.734 -4.555 0.0003
C 1.254 -1.848 -2.461 0.0181
H 1.930 -1.087 -2.056 -0.0054
H 1.628 -2.202 -3.430 0.0005
H 1.177 -2.702 -1.788 0.0048
C -1.292 -2.160 -2.417 0.0375
H -2.180 -1.557 -2.202 0.0027
H -1.097 -2.753 -1.519 -0.0014
H -1.428 -2.797 -3.298 -0.0003
Mn -0.708 -1.196 1.362 2.5678
C -2.082 -1.552 2.895 0.0986
C -1.465 -0.258 3.089 -0.0817
C -1.813 0.560 1.956 0.0169
H -0.916 0.103 3.971 0.0314
C -2.616 -0.230 1.054 0.1985
C -2.812 -1.533 1.645 -0.1760
H -3.452 -2.340 1.273 0.0018
H -2.083 -2.362 3.619 -0.0107
H -1.616 1.634 1.875 0.0117
H -3.060 0.136 0.129 0.0310
C 0.522 -2.073 2.794 0.1050
C 0.007 -3.112 1.926 -0.0469
C 0.492 -2.855 0.612 0.0362
H -0.610 -3.970 2.211 -0.0046
C 1.289 -1.648 0.658 0.2252
C 1.301 -1.161 1.999 -0.1915
H 1.865 -0.298 2.353 0.0112
H 0.435 -2.011 3.874 -0.0024
H 0.372 -3.528 -0.234 0.0113
H 1.944 -1.267 -0.111 0.0328
O 2.387 2.384 -1.139 -0.0003
C 1.504 1.962 -0.066 0.0166
C 0.159 2.704 -0.139 -0.0001
H 1.980 2.204 0.913 0.0016
H 1.393 0.867 -0.131 0.0208
C 0.554 3.988 -0.918 0.0001
H -0.170 2.923 0.886 -0.0009
H -0.618 2.117 -0.652 0.0032
C 1.977 3.716 -1.481 0.0000
H 0.613 4.826 -0.209 0.0002
H -0.151 4.237 -1.721 0.0000
H 2.710 4.422 -1.045 0.0001
H 2.053 3.753 -2.577 0.0001
O 1.028 1.216 5.715 0.2886
N 1.138 2.208 4.987 0.3953
O 1.003 2.225 3.758 0.2964
```

Computed properties:
HOMO-LUMO gap (spin up / spin down)   4.88 / 4.54 eV
LUMO energy (spin up / spin down)   -0.69 / -2.84 eV
E   -2247.16356 Eh
HOMO energy (spin up / spin down)   -5.6 / -7.4 eV
Net charge   0
ΔE to the lowest compared entry with this formula, charge and spin   51.1 kJ/mol
2S+1   5
<S²>   6.05